(one)
{
  "formula": "CH3NO3S",
  "method": "ωB97M-V/def2-TZVPD",
  "gap_ha": [0.343, 0.215],
  "e_homo_ev": [-8.53, -10.56],
  "spin_multiplicity": 3,
  "elements": ["C", "N", "O", "O", "O", "S", "H", "H", "H"],
  "positions_angstrom": [[-0.463, 0.969, -0.549], [-1.448, 0.168, -0.428], [1.753, -1.484, -0.498], [1.305, -1.483, 1.838], [-0.261, 1.900, 0.417], [1.153, -2.163, 0.602], [0.183, 0.961, -1.416], [-1.435, -0.496, -1.125], [-0.788, 1.629, 1.159]]
}

***

(two)
{
  "formula": "CH3NO3S",
  "method": "ωB97M-V/def2-TZVPD",
  "gap_ha": [0.312, 0.262],
  "e_homo_ev": [-7.87, -11.01],
  "spin_multiplicity": 3,
  "elements": ["C", "N", "O", "O", "O", "S", "H", "H", "H"],
  "positions_angstrom": [[0.598, 1.022, 0.120], [-1.534, -0.488, 0.444], [0.886, 0.062, -0.802], [-3.590, 0.340, -0.764], [0.273, 2.159, -0.099], [-2.733, 0.383, 0.407], [1.060, 0.667, 1.066], [-1.595, -1.428, -0.109], [0.747, 0.452, -1.681]]
}

***

Tell me which of them is the most stable. Sure, it is (one).

***

(one)
{
  "formula": "C4H7F2NS",
  "method": "ωB97M-V/def2-TZVPD",
  "gap_ha": 0.320,
  "e_homo_ev": -8.47,
  "elements": ["C", "C", "C", "C", "H", "H", "H", "H", "H", "H", "H", "N", "F", "F", "S"],
  "positions_angstrom": [[-1.613, 1.121, -1.516], [-0.047, -0.391, -0.504], [1.079, -0.354, 0.579], [1.052, -0.993, 1.908], [-1.107, 2.044, -2.411], [-2.382, -0.277, -2.025], [-2.511, 1.798, -0.513], [0.351, 1.618, -0.484], [2.034, -1.055, 2.271], [0.316, -0.453, 2.636], [0.711, -2.069, 1.483], [-0.315, 0.859, -0.943], [1.919, -0.943, -0.384], [1.469, 0.980, 0.571], [-0.955, -1.883, -0.670]]
}

***

(two)
{
  "formula": "C4H7F2NS",
  "method": "ωB97M-V/def2-TZVPD",
  "gap_ha": 0.343,
  "smiles": "NCC(CS)=C(F)F",
  "e_homo_ev": -8.80,
  "elements": ["C", "C", "C", "C", "H", "H", "H", "H", "H", "H", "H", "N", "F", "F", "S"],
  "positions_angstrom": [[-0.340, 1.057, 0.340], [-0.473, -0.379, 0.143], [0.751, -1.248, 0.708], [-1.625, -0.896, -0.228], [1.216, 2.446, -0.071], [0.236, 1.955, -1.484], [-0.090, 1.390, 1.367], [-1.239, 1.454, -0.013], [0.336, -2.208, 0.915], [1.094, -0.749, 1.621], [1.959, -0.196, -1.277], [0.831, 1.472, -0.551], [-2.736, -0.322, -0.690], [-1.948, -2.213, -0.206], [2.029, -1.563, -0.575]]
}

***

Tell me which of them is the most stable. Sure, it is (two).

***

(one)
{
  "formula": "C36H73F6N3O5",
  "method": "ωB97M-V/def2-TZVPD",
  "gap_ha": 0.238,
  "total_charge": 2,
  "e_homo_ev": -10.83,
  "elements": ["C", "C", "C", "N", "C", "C", "C", "C", "C", "C", "H", "H", "H", "H", "H", "H", "H", "H", "H", "H", "H", "H", "H", "H", "H", "H", "H", "H", "H", "H", "C", "C", "C", "N", "C", "C", "C", "C", "C", "C", "H", "H", "H", "H", "H", "H", "H", "H", "H", "H", "H", "H", "H", "H", "H", "H", "H", "H", "H", "H", "C", "C", "C", "N", "C", "C", "C", "C", "C", "C", "H", "H", "H", "H", "H", "H", "H", "H", "H", "H", "H", "H", "H", "H", "H", "H", "H", "H", "H", "H", "C", "O", "H", "H", "H", "C", "C", "O", "C", "O", "C", "F", "F", "F", "H", "H", "H", "H", "H", "C", "C", "O", "C", "O", "C", "F", "F", "F", "H", "H", "H", "H", "H"],
  "positions_angstrom": [[-0.936, 4.238, 2.400], [0.539, 4.695, 2.298], [1.319, 3.588, 1.413], [2.788, 3.984, 1.329], [3.505, 3.927, 2.610], [5.012, 4.012, 2.588], [5.607, 3.070, 1.417], [4.869, 2.985, 0.083], [3.361, 2.961, 0.407], [2.972, 5.367, 0.643], [-0.961, 3.308, 2.783], [-1.351, 4.438, 1.388], [-1.392, 5.128, 2.791], [0.966, 4.577, 3.349], [0.593, 5.626, 1.872], [0.864, 3.601, 0.390], [1.472, 2.715, 1.779], [3.353, 3.021, 3.420], [3.225, 4.913, 3.300], [5.360, 3.666, 3.721], [5.195, 5.134, 2.396], [5.540, 2.039, 1.705], [6.606, 3.292, 1.237], [5.199, 2.165, -0.591], [5.043, 3.714, -0.587], [3.024, 1.996, 0.669], [2.964, 3.016, -0.607], [3.935, 5.473, 0.100], [2.592, 6.216, 1.209], [2.351, 5.435, -0.199], [1.376, 0.017, -6.975], [1.277, 1.287, -6.071], [0.264, 1.005, -4.975], [0.053, 2.115, -4.021], [-0.682, 3.250, -4.734], [-1.107, 4.399, -3.796], [-1.891, 3.898, -2.661], [-1.242, 2.743, -2.017], [-0.906, 1.634, -3.030], [1.456, 2.519, -3.529], [0.392, -0.061, -7.289], [1.442, -0.935, -6.607], [2.151, 0.190, -7.801], [1.020, 2.153, -6.734], [2.416, 1.318, -5.684], [0.737, 0.154, -4.294], [-0.626, 0.654, -5.458], [-1.542, 2.902, -5.211], [-0.266, 3.770, -5.616], [-1.699, 5.220, -4.271], [-0.174, 4.821, -3.493], [-2.788, 3.592, -2.967], [-1.783, 4.746, -1.958], [-1.850, 2.679, -1.285], [-0.296, 2.861, -1.497], [-1.699, 1.186, -3.498], [-0.465, 0.923, -2.425], [1.461, 3.233, -2.809], [2.045, 3.033, -4.257], [1.939, 1.745, -2.961], [4.614, -1.327, 0.168], [3.412, -1.958, -0.603], [2.196, -2.330, 0.260], [1.112, -3.098, -0.420], [1.613, -4.379, -0.759], [0.494, -5.405, -1.211], [-0.655, -5.545, -0.198], [-1.215, -4.202, 0.335], [0.047, -3.196, 0.631], [0.610, -2.311, -1.525], [5.026, -2.173, 0.842], [4.273, -0.476, 0.748], [5.584, -1.110, -0.449], [3.883, -2.706, -1.333], [3.156, -1.205, -1.173], [1.873, -1.533, 0.691], [2.694, -2.574, 1.184], [2.053, -4.809, 0.061], [2.604, -4.576, -1.230], [1.074, -6.222, -1.358], [0.030, -5.145, -2.149], [-0.071, -5.866, 0.644], [-1.419, -6.064, -0.650], [-2.019, -4.286, 1.236], [-1.688, -3.866, -0.563], [0.423, -3.799, 1.511], [-0.429, -2.279, 1.005], [0.569, -1.298, -1.499], [-0.377, -2.807, -1.745], [1.259, -2.413, -2.345], [-0.805, 0.459, 1.100], [0.416, 0.694, 0.454], [-0.718, -0.497, 1.612], [-1.543, 0.256, 0.343], [-1.077, 1.429, 1.674], [-4.509, -4.474, 8.174], [-3.394, -4.875, 7.270], [-3.409, -3.900, 6.215], [-2.292, -3.316, 5.679], [-1.193, -3.791, 6.008], [-2.614, -2.428, 4.607], [-1.479, -2.258, 3.733], [-3.558, -2.863, 3.772], [-2.795, -1.120, 5.112], [-4.436, -3.503, 8.824], [-4.482, -5.042, 8.985], [-5.478, -4.479, 7.743], [-3.634, -5.977, 6.956], [-2.588, -4.991, 8.067], [-3.775, -0.938, -1.185], [-4.469, -2.302, -1.226], [-5.389, -2.371, -0.148], [-6.087, -3.574, -0.023], [-6.074, -4.522, -0.701], [-6.915, -3.623, 1.290], [-7.982, -4.576, 1.165], [-6.183, -3.916, 2.364], [-7.438, -2.416, 1.535], [-3.231, -0.935, -0.255], [-4.493, -0.172, -1.458], [-3.015, -1.010, -1.929], [-3.745, -3.032, -1.020], [-4.971, -2.326, -2.234]]
}

***

(two)
{
  "formula": "C36H73F6N3O5",
  "method": "ωB97M-V/def2-TZVPD",
  "gap_ha": 0.242,
  "total_charge": 2,
  "e_homo_ev": -10.90,
  "elements": ["C", "C", "C", "N", "C", "C", "C", "C", "C", "C", "H", "H", "H", "H", "H", "H", "H", "H", "H", "H", "H", "H", "H", "H", "H", "H", "H", "H", "H", "H", "C", "C", "C", "N", "C", "C", "C", "C", "C", "C", "H", "H", "H", "H", "H", "H", "H", "H", "H", "H", "H", "H", "H", "H", "H", "H", "H", "H", "H", "H", "C", "C", "C", "N", "C", "C", "C", "C", "C", "C", "H", "H", "H", "H", "H", "H", "H", "H", "H", "H", "H", "H", "H", "H", "H", "H", "H", "H", "H", "H", "C", "O", "H", "H", "H", "C", "C", "O", "C", "O", "C", "F", "F", "F", "H", "H", "H", "H", "H", "C", "C", "O", "C", "O", "C", "F", "F", "F", "H", "H", "H", "H", "H"],
  "positions_angstrom": [[3.362, 2.818, 2.287], [3.220, 1.961, 3.534], [2.307, 0.733, 3.360], [2.331, -0.302, 4.450], [1.648, 0.329, 5.642], [1.344, -0.639, 6.828], [0.597, -1.895, 6.269], [1.214, -2.523, 5.039], [1.500, -1.424, 3.914], [3.627, -0.730, 4.881], [2.366, 3.009, 1.804], [3.766, 2.138, 1.581], [3.971, 3.610, 2.370], [2.901, 2.675, 4.311], [4.257, 1.623, 3.793], [2.770, 0.160, 2.485], [1.415, 0.988, 2.921], [0.700, 0.767, 5.254], [2.289, 1.129, 6.105], [0.663, -0.098, 7.441], [2.174, -0.782, 7.501], [-0.452, -1.586, 6.110], [1.020, -2.637, 7.084], [0.716, -3.294, 4.690], [2.099, -2.940, 5.151], [0.518, -1.144, 3.443], [2.105, -1.977, 3.269], [3.535, -1.552, 5.448], [4.226, 0.070, 5.550], [4.297, -1.026, 3.940], [1.778, -6.308, -2.375], [2.732, -5.417, -1.584], [2.378, -4.046, -1.869], [3.143, -3.113, -1.052], [4.656, -3.118, -1.504], [5.412, -2.037, -0.826], [4.982, -0.626, -1.065], [3.531, -0.611, -0.741], [2.732, -1.705, -1.453], [2.991, -3.420, 0.408], [2.213, -6.156, -3.327], [0.647, -6.268, -2.127], [1.979, -7.477, -2.244], [3.638, -5.650, -1.513], [2.447, -5.798, -0.557], [1.277, -3.912, -1.545], [2.435, -3.842, -3.045], [4.588, -3.211, -2.615], [5.314, -3.967, -1.449], [6.385, -2.153, -1.201], [5.725, -2.171, 0.180], [5.161, -0.233, -2.114], [5.589, -0.048, -0.320], [2.984, 0.291, -1.207], [3.173, -0.749, 0.218], [2.719, -1.625, -2.639], [1.762, -1.496, -1.307], [3.688, -2.818, 1.102], [3.542, -4.416, 0.639], [1.843, -3.234, 0.683], [-2.665, -2.703, 2.944], [-2.463, -2.784, 1.409], [-2.928, -1.358, 0.850], [-2.996, -1.238, -0.672], [-4.193, -1.926, -1.156], [-4.574, -1.729, -2.569], [-4.797, -0.255, -2.889], [-3.522, 0.566, -2.523], [-3.093, 0.238, -1.003], [-1.762, -1.784, -1.293], [-3.638, -2.602, 3.153], [-1.889, -1.914, 3.362], [-2.204, -3.525, 3.401], [-2.939, -3.587, 0.958], [-1.373, -3.059, 1.017], [-2.135, -0.831, 1.292], [-3.912, -0.853, 1.165], [-5.134, -1.509, -0.599], [-4.266, -2.966, -0.960], [-5.552, -2.361, -2.743], [-3.830, -2.144, -3.148], [-5.588, 0.121, -2.385], [-4.810, -0.116, -3.969], [-3.639, 1.558, -2.780], [-2.647, 0.336, -2.992], [-3.758, 0.739, -0.197], [-2.245, 0.895, -0.656], [-0.797, -1.461, -0.875], [-1.576, -1.521, -2.361], [-1.612, -2.918, -1.177], [0.241, 1.457, 0.243], [0.441, 0.158, 0.858], [-0.720, 1.812, 0.331], [0.658, 1.317, -0.829], [0.930, 2.073, 0.638], [-5.319, 8.776, -1.116], [-5.673, 7.372, -1.001], [-4.495, 6.683, -1.085], [-4.304, 5.613, -0.289], [-5.015, 5.128, 0.551], [-2.891, 4.980, -0.563], [-2.778, 3.630, -0.176], [-2.746, 4.905, -1.963], [-1.922, 5.582, 0.016], [-4.895, 9.104, -0.304], [-6.400, 9.333, -1.142], [-4.753, 8.874, -2.026], [-6.408, 7.059, -1.719], [-6.302, 7.428, -0.118], [0.616, 1.224, -3.843], [-0.457, 1.495, -4.913], [-0.478, 2.879, -5.143], [-1.405, 3.299, -6.071], [-1.993, 2.619, -6.775], [-1.668, 4.884, -6.076], [-2.145, 5.272, -7.347], [-2.490, 5.210, -5.086], [-0.457, 5.361, -5.840], [0.313, 1.411, -2.958], [1.605, 1.544, -4.254], [0.877, -0.012, -3.950], [-1.338, 0.970, -4.846], [-0.006, 1.069, -5.848]]
}

***

Tell me which of them is the most stable. Sure, it is (two).